ORCA calculation (the ωB97M-V functional and the def2-TZVPD basis) on a molecular structure, C57H59N4OP2RuS2 in a non-equilibrium geometry.

As for the energy above the lowest of the compared OMol25 structures with the same formula, charge and spin: 8.7 kcal/mol. As for the net charge: +2. The value obtained for the total energy is -4075.2226 a.u. Its expectation value of S² is 0.97. As for the HOMO-LUMO gap (alpha / beta): 0.2104 / 0.2196 Ha. The spin multiplicity is 2.

```
126
Properties=species:S:1:pos:R:3:lowdin_charge:R:1
Ru -0.59649 -0.12820 -1.02007 0.703
C -1.79845 -1.13129 -3.06311 -0.257
C -1.83341 0.22367 -3.39954 -0.253
C -2.83664 0.84816 -2.57173 -0.216
C -3.33471 -0.11168 -1.65200 -0.251
C -2.70054 -1.33788 -1.94127 -0.210
C -3.18313 -2.67372 -1.48781 0.011
C -4.51755 0.10006 -0.76730 -0.036
C -3.51565 2.12621 -2.89294 -0.023
C -1.18009 0.85525 -4.57961 -0.048
C -1.34120 -2.21825 -3.97123 -0.021
H -2.43785 -3.21246 -0.90590 0.056
H -3.41798 -3.29210 -2.35709 0.106
H -4.08586 -2.58137 -0.88886 0.083
H -4.35257 0.92067 -0.06916 0.033
H -4.75379 -0.79200 -0.19400 0.065
H -5.38855 0.36293 -1.37330 0.105
H -3.99093 2.55723 -2.01442 0.068
H -4.30346 1.91253 -3.62495 0.120
H -2.84156 2.84642 -3.35195 0.077
H -1.87901 0.88623 -5.42098 0.112
H -0.29413 0.30077 -4.88579 0.077
H -0.88213 1.87875 -4.36045 0.033
H -0.85865 -3.03121 -3.43500 0.039
H -0.67019 -1.83727 -4.73578 0.074
H -2.21733 -2.64482 -4.46958 0.117
C 5.62937 -2.33481 2.75658 -0.009
C 4.18693 -2.84452 2.58438 -0.426
C 3.99308 -4.12751 3.41093 -0.006
C 3.93438 -3.14268 1.11382 -0.082
C 4.70379 -4.06158 0.40641 0.002
C 4.45814 -4.33723 -0.92922 -0.044
C 3.42769 -3.70168 -1.60462 -0.054
C 2.64867 -2.77710 -0.92723 -0.236
P 1.10334 -2.05482 -1.63493 1.129
C 0.13698 -3.56219 -1.24367 -0.363
C -0.36304 -3.55972 0.06214 -0.140
C -0.99603 -4.67889 0.57771 -0.064
C -1.15377 -5.80883 -0.21315 -0.055
C -0.65806 -5.81828 -1.50776 -0.047
C 0.00155 -4.70868 -2.01819 -0.085
C 1.67941 -1.86703 -3.36013 -0.367
C 2.34319 -0.64725 -3.49907 -0.136
C 2.91218 -0.26497 -4.69923 -0.061
C 2.81302 -1.11252 -5.79440 -0.054
C 2.16105 -2.32861 -5.67142 -0.050
C 1.60152 -2.71360 -4.45938 -0.109
C 2.91480 -2.52171 0.41042 -0.201
O 2.05166 -1.62529 0.96076 -0.057
C 2.23345 -1.24869 2.25466 -0.200
C 1.36211 -0.24578 2.66107 -0.242
C 1.46350 0.24303 3.95482 -0.058
C 2.40692 -0.29582 4.81353 -0.040
C 3.27108 -1.28708 4.37723 0.000
C 3.21438 -1.78173 3.07935 -0.083
P 0.20246 0.47039 1.41503 1.066
C 0.88818 2.15836 1.55108 -0.385
C 0.25161 3.28030 2.06429 -0.105
C 0.91281 4.50037 2.09195 -0.059
C 2.21665 4.60292 1.63496 -0.071
C 2.86465 3.47849 1.14058 -0.083
C 2.20124 2.26525 1.09019 -0.123
C -1.37603 0.21404 2.31649 -0.400
C -1.71008 0.73976 3.56226 -0.096
C -2.85111 0.30309 4.21691 -0.062
C -3.67235 -0.65660 3.64543 -0.052
C -3.36705 -1.16779 2.39427 -0.067
C -2.23001 -0.72926 1.73677 -0.153
H 6.34317 -3.08805 2.42475 0.087
H 5.83716 -2.11781 3.80375 0.086
H 5.79047 -1.42500 2.17707 0.100
H 4.69011 -4.90125 3.08923 0.089
H 2.97723 -4.51015 3.30611 0.100
H 4.17719 -3.92964 4.46680 0.089
H 5.50177 -4.58897 0.91256 0.123
H 5.06892 -5.06536 -1.44546 0.116
H 3.23244 -3.93410 -2.64319 0.109
H -0.22012 -2.68584 0.68803 0.078
H -1.36988 -4.66299 1.59352 0.117
H -1.64660 -6.68650 0.18266 0.116
H -0.76256 -6.70230 -2.12289 0.117
H 0.42204 -4.75785 -3.01198 0.090
H 2.38532 -0.01797 -2.61894 0.038
H 3.42589 0.68348 -4.78907 0.106
H 3.23548 -0.81617 -6.74505 0.116
H 2.08581 -2.99273 -6.52219 0.119
H 1.09793 -3.66678 -4.40006 0.093
H 0.83843 1.05468 4.29351 0.100
H 2.48213 0.07090 5.82811 0.116
H 4.01794 -1.66937 5.06046 0.122
H -0.75483 3.20734 2.44901 0.071
H 0.40914 5.36987 2.49629 0.113
H 2.73870 5.54968 1.68708 0.110
H 3.89154 3.54805 0.80469 0.108
H 2.70410 1.37883 0.71240 0.107
H -1.09695 1.50186 4.02122 0.096
H -3.09889 0.70575 5.19047 0.113
H -4.55295 -1.00038 4.17113 0.116
H -4.00759 -1.91247 1.93911 0.109
H -1.99309 -1.13101 0.75359 0.041
N -1.94268 4.52143 -1.25070 0.098
C -2.45082 4.01765 -0.11072 -0.752
S -2.30694 2.36394 0.22633 0.762
N -3.08643 4.92155 0.65866 0.080
C -3.50962 4.95027 2.01738 -0.225
C -3.82792 6.21420 2.51414 -0.029
C -4.18353 6.37894 3.84022 -0.067
C -4.22003 5.28482 4.69060 -0.074
C -3.94184 4.02465 4.18952 -0.067
C -3.60138 3.84479 2.85506 -0.050
H -1.40655 3.89859 -1.83711 -0.003
H -2.17096 5.44970 -1.56919 0.118
H -3.14571 5.84336 0.24928 0.138
H -3.80062 7.07517 1.85443 0.115
H -4.43406 7.36532 4.20576 0.114
H -4.48273 5.41432 5.73166 0.111
H -4.00363 3.16317 4.84107 0.099
H -3.43258 2.85347 2.47212 0.044
N 1.75768 4.39699 -2.34037 0.130
C 1.83655 3.06729 -2.26392 -0.844
N 3.04587 2.51193 -2.35421 0.138
S 0.41056 2.16465 -2.11772 0.706
H 2.56783 4.97201 -2.50420 0.125
H 0.86111 4.84290 -2.28192 0.093
H 3.87854 3.06065 -2.49391 0.129
H 3.14003 1.52012 -2.26279 0.067
```

ORCA calculation (the ωB97M-V functional and the def2-TZVPD basis) on a molecular structure, C57H59N8O10S3Zr in a non-equilibrium geometry.

As for the net charge: +1. The value obtained for the total energy is -4639.5725 a.u. As for the HOMO-LUMO gap: 0.3004 Ha.

```
138
Properties=species:S:1:pos:R:3:lowdin_charge:R:1
Zr 0.00546 -0.70553 -0.69966 1.899
O 2.57638 -2.47597 1.39144 -0.273
S 1.93535 -2.75186 0.13308 0.620
O 0.44619 -2.82784 0.13276 -0.419
N 2.08543 -1.65221 -0.97760 -0.252
C 3.30699 -1.22662 -1.52325 -0.258
C 4.52494 -1.82962 -1.38112 -0.006
C 5.65957 -1.30857 -2.05155 -0.057
C 5.57426 -0.18420 -2.81565 -0.031
C 4.33091 0.48739 -2.93088 -0.144
C 4.17083 1.71958 -3.60951 0.007
C 2.95782 2.33721 -3.60951 -0.025
C 1.87576 1.70376 -2.96169 -0.155
N 1.97850 0.55109 -2.35816 -0.016
C 3.19872 -0.05081 -2.30735 -0.206
C 2.50086 -4.32852 -0.36134 -0.286
C 2.88397 -5.22877 0.62572 -0.049
C 3.22345 -6.52023 0.24888 -0.056
C 3.18905 -6.88910 -1.08928 -0.060
C 2.82034 -5.97130 -2.06639 -0.056
C 2.46918 -4.68141 -1.70587 -0.058
H 4.64358 -2.70223 -0.75187 0.110
H 6.60839 -1.81694 -1.94074 0.110
H 6.44518 0.21859 -3.31721 0.116
H 5.02475 2.16666 -4.10444 0.123
H 2.80812 3.29413 -4.08962 0.110
H 0.89343 2.16650 -2.94299 0.098
H 2.91861 -4.91273 1.65928 0.113
H 3.51483 -7.24013 1.00231 0.112
H 3.46479 -7.89585 -1.37587 0.111
H 2.80922 -6.26239 -3.10875 0.111
H 2.20407 -3.94652 -2.45474 0.106
O -2.39635 -0.20967 -2.59479 0.036
C -1.89098 0.84731 -2.25608 -0.555
O -0.67200 0.92773 -1.75712 -0.248
C -2.69779 2.09737 -2.36512 -0.125
C -3.08034 2.79133 -1.22218 -0.021
C -3.89240 3.91095 -1.33812 -0.040
C -4.31035 4.35194 -2.58667 0.008
C -3.90228 3.64335 -3.69688 -0.131
C -3.11034 2.51859 -3.61791 0.060
N -4.33256 4.10558 -5.04217 -0.353
O -5.11015 5.03113 -5.09088 0.088
O -3.88036 3.52142 -6.00321 0.081
H -2.72664 2.45176 -0.25732 0.102
H -4.19549 4.45381 -0.45245 0.112
H -4.93994 5.22131 -2.70778 0.122
H -2.82563 1.99524 -4.52003 0.135
C 1.88284 5.38662 5.50940 -0.066
C 1.16233 6.43511 4.67574 -0.176
N 0.55341 5.93591 3.43719 -0.042
C -0.90223 5.81315 3.40777 -0.193
C -1.41260 4.62697 4.21503 -0.063
C 1.37191 5.62429 2.40775 -0.425
O 2.59286 5.68395 2.50587 0.061
C 0.76603 5.21741 1.09259 -0.136
C 0.94509 6.02316 -0.02583 0.009
C 0.43211 5.60049 -1.23912 -0.031
C -0.20995 4.36666 -1.29782 -0.134
N -0.34402 3.56950 -0.24478 0.079
C 0.12328 4.00646 0.92068 -0.139
H 2.23086 5.83338 6.44152 0.087
H 2.75090 5.01397 4.97062 0.041
H 1.22334 4.55210 5.75831 0.076
H 1.86262 7.22559 4.40632 0.127
H 0.35252 6.87958 5.25421 0.120
H -1.22420 5.73209 2.37250 0.112
H -1.32120 6.73952 3.80465 0.123
H -0.88176 3.71660 3.92721 0.046
H -2.48045 4.47856 4.04541 0.082
H -1.26329 4.77658 5.28611 0.075
H 1.47400 6.96379 0.06404 0.129
H 0.54166 6.20444 -2.13020 0.108
H -0.61522 3.99951 -2.23781 0.104
H 0.02504 3.32046 1.75929 0.099
O -1.84806 -1.90715 -0.52457 -0.606
S -3.26423 -1.44072 -0.08691 1.090
C -3.60235 -2.46748 1.37926 -0.226
C -2.42923 -3.31184 1.79009 -0.262
C -2.09234 -4.45077 1.06224 -0.030
C -1.03081 -5.24562 1.46019 -0.065
C -0.28409 -4.90324 2.58137 -0.083
C -0.61518 -3.77143 3.31248 -0.061
C -1.68871 -2.98266 2.91843 -0.040
C -4.46119 -2.13657 -1.24451 -0.259
C -4.39410 -3.61421 -1.47553 -0.280
C -3.46493 -4.12286 -2.37520 -0.041
C -3.36625 -5.48987 -2.58260 -0.065
C -4.20230 -6.36318 -1.89555 -0.072
C -5.14842 -5.86086 -1.01321 -0.065
C -5.24594 -4.49106 -0.80983 -0.057
H -4.45964 -3.09087 1.13993 0.079
H -3.88149 -1.75038 2.15195 0.098
H -2.67437 -4.72622 0.18920 0.099
H -0.77973 -6.13102 0.88957 0.111
H 0.54918 -5.52282 2.88986 0.104
H -0.04871 -3.50863 4.19662 0.109
H -1.96857 -2.11994 3.51282 0.105
H -4.29147 -1.56171 -2.15531 0.091
H -5.41068 -1.82407 -0.80051 0.111
H -2.82978 -3.43281 -2.91429 0.103
H -2.64849 -5.88036 -3.29303 0.097
H -4.13032 -7.42987 -2.06323 0.108
H -5.81608 -6.53252 -0.48981 0.111
H -6.00344 -4.10451 -0.13597 0.118
C -0.29595 -3.15170 -5.23669 -0.034
C -0.07678 -1.78476 -5.19524 -0.023
C 0.04269 -1.16553 -3.96946 -0.108
N -0.04781 -1.82364 -2.80466 -0.021
C -0.28860 -3.14025 -2.85322 -0.152
C -0.39793 -3.83883 -4.04030 -0.056
H -0.38901 -3.66895 -6.18315 0.118
H 0.00193 -1.19687 -6.09902 0.117
H 0.22637 -0.10554 -3.90095 0.096
H -0.38660 -3.64339 -1.89963 0.108
H -0.56766 -4.90686 -4.01388 0.108
C -1.11835 0.65744 3.05633 0.044
C -0.84467 0.16307 1.67452 -0.679
O 0.13828 -0.61696 1.45105 -0.215
O -1.55243 0.50945 0.70027 -0.121
H -1.19875 1.74492 3.03524 0.066
H -0.33591 0.34316 3.74363 0.085
H -2.07949 0.26693 3.39379 0.089
S 1.99018 1.38182 0.27891 0.815
C 2.44331 1.41965 1.92913 -0.720
N 2.54265 0.32393 2.67479 0.043
C 2.98366 0.32085 4.06623 -0.150
C 2.63066 1.65217 4.70053 -0.155
C 3.21548 2.76748 3.85410 -0.156
N 2.74218 2.60548 2.48252 0.037
H 2.34413 -0.55679 2.21381 0.081
H 4.06415 0.15975 4.11269 0.128
H 2.50216 -0.51323 4.57438 0.125
H 3.01121 1.70475 5.71966 0.124
H 1.54211 1.76415 4.73601 0.110
H 4.30818 2.74119 3.88804 0.136
H 2.89461 3.74460 4.20295 0.055
H 2.76649 3.39730 1.85733 0.102
```

Number 2 is which compound? C57H59N8O10S3Zr